The following is a quantum chemistry calculation of a molecular structure, C20H26HgN2O10, from the OMol25 dataset.

Structure (XYZ):
```
59
Properties=species:S:1:pos:R:3
Hg -0.633 -0.102 -0.386
C -4.446 2.029 0.682
C -3.084 1.656 0.182
C -2.778 1.810 -1.365
O -1.681 1.339 -1.835
C -3.722 2.506 -2.116
C -4.832 3.013 -1.591
C -5.306 2.672 -0.213
O -6.439 2.996 0.354
O -5.510 3.898 -2.307
O -2.154 1.176 0.799
H -4.660 1.723 1.695
H -3.440 2.685 -3.143
C -0.816 -4.677 0.381
C -1.926 -5.536 0.372
C -3.345 -5.025 -0.225
O -4.284 -5.829 -0.273
C -3.432 -3.603 -0.676
C -2.304 -2.852 -0.580
C -1.006 -3.292 0.123
O -0.027 -2.455 0.363
O -2.453 -1.680 -0.966
O -1.824 -6.740 0.795
H 0.095 -4.970 0.883
H -4.323 -3.238 -1.165
C 1.832 1.322 3.153
C 2.075 0.535 1.914
C 3.134 -0.591 2.057
O 4.413 0.067 2.323
C 5.447 -0.807 2.677
N 0.749 0.054 1.457
H 2.719 1.903 3.409
H 1.526 0.766 4.039
H 1.050 2.060 2.975
H 2.302 1.253 1.125
H 3.320 -1.015 1.070
H 2.979 -1.393 2.778
H 5.289 -1.367 3.599
H 6.364 -0.219 2.632
H 5.679 -1.546 1.911
H 0.125 0.378 2.182
H 0.861 -0.932 1.645
C 2.804 0.396 -3.183
C 1.958 0.493 -1.943
C 1.330 1.876 -1.690
O 0.571 1.931 -0.489
C 0.173 3.152 -0.161
N 0.944 -0.492 -2.113
H 3.556 -0.371 -3.000
H 3.461 1.256 -3.310
H 2.343 0.160 -4.142
H 2.477 0.101 -1.068
H 0.677 2.145 -2.521
H 2.131 2.615 -1.679
H -0.397 3.148 0.768
H -0.652 3.445 -0.810
H 1.036 3.813 -0.072
H 1.546 -1.280 -2.309
H 0.506 -0.361 -3.014
```

Its net charge is -2. Its orbital gap is 0.187 Ha. Its molar mass is 655.022 g/mol. The LUMO energy comes out at 0.126 Ha. Its energy above the lowest of the compared OMol25 structures with the same formula, charge and spin is 391.10 kJ/mol.


The following is a quantum chemistry calculation of a molecular structure, C20H26HgN3OSSe2, from the OMol25 dataset.

Structure (XYZ):
```
54
Properties=species:S:1:pos:R:3
Hg -0.058 0.871 0.571
O 0.608 -0.578 -1.309
N -0.398 -1.257 -1.884
C -0.124 -1.859 -3.115
C -1.011 -2.733 -3.679
C -2.252 -2.982 -3.075
C -2.592 -2.156 -1.956
C -1.684 -1.294 -1.384
S -2.140 -0.271 -0.034
H 0.841 -1.600 -3.519
H -0.732 -3.216 -4.611
H -2.975 -3.654 -3.517
H -3.587 -2.179 -1.528
Se 1.584 2.312 1.621
C 6.169 -1.538 2.266
C 5.050 -2.513 2.620
C 3.789 -1.820 3.131
C 2.976 -1.110 2.056
N 2.392 -2.044 1.100
C 1.223 -2.710 1.290
Se 0.202 -2.666 2.812
N 0.975 -3.427 0.161
C -0.247 -4.155 -0.147
C -0.048 -5.666 -0.080
C 0.166 -6.212 1.330
C -1.111 -6.213 2.163
C 1.999 -3.225 -0.747
C 2.205 -3.726 -2.020
C 3.349 -3.309 -2.687
C 4.240 -2.409 -2.101
C 4.025 -1.904 -0.826
C 2.894 -2.337 -0.155
H 7.050 -2.057 1.882
H 6.469 -0.962 3.145
H 5.851 -0.822 1.507
H 5.414 -3.209 3.384
H 4.801 -3.124 1.747
H 4.059 -1.073 3.886
H 3.130 -2.541 3.620
H 3.561 -0.388 1.487
H 2.164 -0.531 2.495
H -0.566 -3.856 -1.147
H -1.006 -3.806 0.553
H 0.805 -5.932 -0.713
H -0.928 -6.137 -0.531
H 0.923 -5.609 1.839
H 0.561 -7.231 1.264
H -1.484 -5.197 2.294
H -0.931 -6.621 3.160
H -1.889 -6.814 1.683
H 1.482 -4.379 -2.490
H 3.536 -3.666 -3.692
H 5.108 -2.082 -2.659
H 4.698 -1.179 -0.390
```

Its net charge is -2. Its orbital gap (spin up / spin down) is 0.123 / 0.191 Ha. As for the expectation value of S²: 0.764. Its molar mass is 715.025 g/mol. The LUMO energy (spin up / spin down) comes out at 0.171 / 0.171 Ha. As for the spin multiplicity: 2. Its energy above the lowest of the compared OMol25 structures with the same formula, charge and spin is 0.00 kJ/mol.


The following is a quantum chemistry calculation of a molecular structure, C20H26N2O4, from the OMol25 dataset.

Structure (XYZ):
```
52
Properties=species:S:1:pos:R:3
C 3.455 2.138 1.918
C 3.166 0.642 1.745
C 2.197 -0.023 0.946
C 1.491 0.781 0.074
O 1.630 1.966 -0.133
O 0.786 0.023 -0.545
C -0.196 0.732 -1.298
C -0.255 -0.341 -2.770
H 0.651 -0.058 -3.290
C -1.501 -0.049 -3.668
H -2.517 -0.498 -2.940
C -1.704 1.135 -4.181
H -2.420 1.239 -5.080
H -0.935 1.556 -4.778
C -1.975 2.355 -3.334
H -1.072 2.883 -2.680
C -2.976 2.261 -2.226
C -2.415 1.906 -0.738
H -1.953 2.595 -0.566
H -3.325 1.822 0.036
C -1.581 0.460 -0.678
H -2.262 -0.300 -0.742
H -1.498 0.386 0.488
H -3.726 1.366 -2.318
H -3.776 2.698 -2.121
H -2.468 3.286 -3.915
H -1.266 -0.683 -4.523
H -0.325 -1.387 -2.426
H 0.059 1.678 -1.459
C 2.112 -1.411 1.090
N 3.086 -2.247 1.878
C 4.060 -1.655 2.697
O 4.660 -2.167 3.522
N 4.110 -0.127 2.673
H 4.738 0.298 3.329
H 2.924 -3.228 2.010
C 0.774 -1.912 1.541
C -0.254 -2.365 1.131
C -1.454 -2.811 1.521
C -1.829 -2.304 2.905
C -0.899 -1.313 3.437
C 0.363 -1.174 3.168
H 1.185 -0.658 3.524
H -1.022 -1.020 4.382
O -2.970 -2.591 3.320
H -3.599 -2.934 2.535
H -2.127 -3.266 0.850
H 0.108 -2.806 -0.129
H 2.112 -2.027 0.022
H 2.620 2.543 2.322
H 3.751 2.365 0.889
H 4.263 2.240 2.586
```

Its orbital gap is 0.296 Ha. Its molar mass is 358.438 g/mol. The LUMO energy comes out at 0.007 Ha. Its energy above the lowest of the compared OMol25 structures with the same formula, charge and spin is 1770.15 kJ/mol.


The following is a quantum chemistry calculation of a single C20H26N4O6 molecule, from the OMol25 dataset.

Structure (XYZ):
```
56
Properties=species:S:1:pos:R:3
C 5.371 -5.531 -1.865
C 4.659 -4.766 -2.971
H 3.972 -5.429 -3.506
H 5.374 -4.326 -3.670
O 3.925 -3.655 -2.455
C 2.706 -3.939 -1.952
O 2.216 -5.043 -1.929
N 2.066 -2.826 -1.510
C 0.807 -2.958 -0.817
H 0.085 -2.265 -1.263
H 0.456 -3.983 -0.946
C 0.988 -2.636 0.675
N 1.585 -1.328 0.823
C 1.055 -0.217 1.385
O 1.624 0.858 1.311
C -0.292 -0.349 2.100
H -0.387 -1.339 2.546
C -1.407 -0.134 1.059
H -1.129 -0.579 0.102
C -1.648 1.360 0.865
N -2.190 1.920 2.086
C -2.989 3.002 2.140
O -3.470 3.424 3.175
C -3.260 3.693 0.832
C -4.555 3.709 0.323
C -4.837 4.404 -0.837
C -3.816 5.098 -1.474
C -2.524 5.112 -0.962
C -2.249 4.406 0.193
H -1.253 4.415 0.607
H -1.758 5.674 -1.475
N -4.102 5.822 -2.688
O -5.236 5.778 -3.115
O -3.191 6.426 -3.212
H -5.831 4.425 -1.255
H -5.336 3.176 0.843
C -1.807 1.264 3.324
C -0.393 0.719 3.202
H 0.286 1.538 2.954
H -0.079 0.302 4.159
H -2.514 0.458 3.558
H -1.875 2.007 4.121
H -2.352 1.529 0.046
H -0.695 1.840 0.609
H -2.331 -0.609 1.393
C 2.861 -1.226 0.137
H 3.558 -1.946 0.578
C 2.684 -1.529 -1.354
H 2.030 -0.774 -1.806
H 3.646 -1.522 -1.863
H 3.239 -0.213 0.282
H 1.661 -3.381 1.117
H 0.024 -2.696 1.173
H 5.972 -6.324 -2.300
H 4.640 -5.973 -1.193
H 6.018 -4.864 -1.299
```

Its orbital gap is 0.318 Ha. Its molar mass is 418.450 g/mol. The LUMO energy comes out at -0.022 Ha. The structure (SMILES) is CCOC(=O)N1CCN(C(=O)C2CCN(C(=O)c3ccc([N+](=O)[O-])cc3)CC2)CC1. Its energy above the lowest of the compared OMol25 structures with the same formula, charge and spin is 172.25 kJ/mol.


Number 1: maximum force 0.15104 hartree/bohr. Number 2: maximum force 0.00192 hartree/bohr. Number 3: maximum force 0.37268 hartree/bohr. Number 4: maximum force 0.02603 hartree/bohr.